Record 1
Below is a single C5H10N2 molecule at a distorted geometry, with properties calculated with wB97M-V/def2-TZVPD.

```
! RIJCOSX wB97M-V def2-TZVPD def2/J DEFGRID3
* xyz 0 1
C -1.389 -0.937 -0.461
C 1.723 0.542 -0.047
C -1.748 0.093 0.555
C 0.768 1.663 -0.309
N -0.365 -1.774 -0.437
C 1.589 -0.731 0.410
N 0.846 -1.802 0.062
H -0.527 -2.647 -0.935
H -2.214 -1.287 -1.071
H 2.738 0.921 0.057
H 2.469 -1.117 0.926
H -0.920 0.287 1.229
H -2.027 1.036 0.083
H -2.619 -0.245 1.125
H 0.318 2.060 0.605
H 1.337 2.502 -0.724
H 0.022 1.436 -1.068
*
```

Output
**Energy**: -305.88510 Eh
**Lowest unoccupied orbital energy (alpha / beta)**: 0.66 / 0.66 eV
**Energy above the lowest of the compared OMol25 structures with the same formula, charge and spin**: 87.07 kcal per mole

Now the natural (NBO) charges, all in e: atom 1 (C): -0.04, atom 2 (C): -0.31, atom 3 (C): -0.67, atom 4 (C): -0.65, atom 5 (N): -0.19, atom 6 (C): -0.04, atom 7 (N): -0.39, atom 8 (H): 0.40, atom 9 (H): 0.19, atom 10 (H): 0.19, atom 11 (H): 0.19, atom 12 (H): 0.24, atom 13 (H): 0.23, atom 14 (H): 0.23, atom 15 (H): 0.21, atom 16 (H): 0.21, atom 17 (H): 0.20

Record 2
Below is a single C5H10N2 molecule at a distorted geometry, with properties calculated with wB97M-V/def2-TZVPD.

```
! RIJCOSX wB97M-V def2-TZVPD def2/J DEFGRID3
* xyz 0 1
C 1.176 0.123 1.630
C 1.338 -0.501 0.287
N 0.236 -1.522 -0.324
C 0.488 -0.203 -0.856
C -0.646 0.788 -0.640
C -1.987 0.520 -1.203
N -1.755 0.446 0.237
H 1.829 -0.329 2.382
H 0.140 0.058 1.963
H 1.446 1.176 1.516
H 2.358 -0.744 -0.032
H 1.046 -1.984 0.193
H 1.014 -0.043 -1.800
H -0.310 1.825 -0.562
H -2.624 1.339 -1.532
H -2.117 -0.413 -1.749
H -1.631 -0.536 0.486
*
```

Output
**Energy**: -305.87703 Eh
**Lowest unoccupied orbital energy**: 1.02 eV
**SMILES**: C[C@H]1N[C@H]1[C@H]1CN1
**Energy above the lowest of the compared OMol25 structures with the same formula, charge and spin**: 92.13 kcal per mole

Now the natural (NBO) charges, all in e: atom 1 (C): -0.64, atom 2 (C): -0.08, atom 3 (N): -0.71, atom 4 (C): -0.08, atom 5 (C): -0.10, atom 6 (C): -0.26, atom 7 (N): -0.59, atom 8 (H): 0.22, atom 9 (H): 0.24, atom 10 (H): 0.22, atom 11 (H): 0.20, atom 12 (H): 0.43, atom 13 (H): 0.19, atom 14 (H): 0.20, atom 15 (H): 0.20, atom 16 (H): 0.20, atom 17 (H): 0.37

Record 3
Below is C5H10N2 as an isolated structure at a distorted geometry, with properties calculated with wB97M-V/def2-TZVPD.

```
! RIJCOSX wB97M-V def2-TZVPD def2/J DEFGRID3
* xyz 0 1
C -0.701 0.004 -0.039
C 0.215 1.333 -0.155
C 1.510 0.668 -0.128
C 0.033 -1.036 -0.831
C 0.107 -0.611 1.112
H -2.289 0.360 -1.009
H -2.484 1.003 0.652
H 0.013 1.986 -1.013
H 0.200 1.853 0.968
H 2.106 0.816 -1.136
H 2.238 0.838 0.727
H -0.273 -2.147 -0.611
H 0.391 -1.074 -1.863
H 0.582 -0.068 2.048
H -0.579 -1.515 1.308
N -2.126 0.176 -0.020
N 1.142 -0.777 0.046
*
```

Output
**Energy**: -305.89037 Eh
**Lowest unoccupied orbital energy**: 0.96 eV
**Energy above the lowest of the compared OMol25 structures with the same formula, charge and spin**: 83.76 kcal per mole

Now the natural (NBO) charges, all in e: atom 1 (C): 0.10, atom 2 (C): -0.45, atom 3 (C): -0.26, atom 4 (C): -0.27, atom 5 (C): -0.27, atom 6 (H): 0.36, atom 7 (H): 0.38, atom 8 (H): 0.22, atom 9 (H): 0.20, atom 10 (H): 0.20, atom 11 (H): 0.21, atom 12 (H): 0.21, atom 13 (H): 0.21, atom 14 (H): 0.20, atom 15 (H): 0.22, atom 16 (N): -0.84, atom 17 (N): -0.41

Record 4
Below is a 2-piece molecular cluster, C5H10N2O overall at a distorted geometry, with properties calculated with wB97M-V/def2-TZVPD.

```
! RIJCOSX wB97M-V def2-TZVPD def2/J DEFGRID3
* xyz 0 1
C 1.171 0.445 -1.772
C -0.107 0.782 -1.092
C -0.301 1.520 0.032
N -1.649 1.421 0.321
C -2.200 0.648 -0.638
N -1.289 0.157 -1.432
H 1.186 0.992 -2.724
H 1.278 -0.592 -2.076
H 2.019 0.853 -1.215
H 0.447 2.039 0.606
H -2.074 2.119 0.908
H -3.227 0.337 -0.753
C 0.465 -1.766 1.689
O 1.809 -2.244 1.612
H 0.128 -1.060 0.927
H 0.135 -1.559 2.708
H -0.139 -2.636 1.438
H 2.347 -1.457 1.461
*
```

Output
**Energy**: -381.23963 Eh
**Lowest unoccupied orbital energy**: 0.78 eV
**SMILES**: Cc1c[nH]cn1.CO
**Energy above the lowest of the compared OMol25 structures with the same formula, charge and spin**: 28.74 kcal per mole

Now the natural (NBO) charges, all in e: atom 1 (C): -0.64, atom 2 (C): 0.09, atom 3 (C): -0.14, atom 4 (N): -0.53, atom 5 (C): 0.17, atom 6 (N): -0.46, atom 7 (H): 0.22, atom 8 (H): 0.24, atom 9 (H): 0.21, atom 10 (H): 0.22, atom 11 (H): 0.42, atom 12 (H): 0.20, atom 13 (C): -0.28, atom 14 (O): -0.71, atom 15 (H): 0.18, atom 16 (H): 0.16, atom 17 (H): 0.18, atom 18 (H): 0.46

Record 5
Below is C5H10N2O as an isolated structure at a distorted geometry, with properties calculated with wB97M-V/def2-TZVPD.

```
! RIJCOSX wB97M-V def2-TZVPD def2/J DEFGRID3
* xyz 0 1
C 2.701 -0.347 0.090
C 1.242 -0.253 0.271
C 0.244 -0.932 -0.508
C -0.834 -1.288 0.354
C -0.097 1.651 0.057
H 3.178 0.264 0.860
H 2.770 0.251 -1.012
H 2.857 -1.532 0.154
H 0.660 -0.183 1.252
H 0.517 -1.491 -1.293
H -0.631 -0.973 1.449
H -0.971 -2.334 0.609
H -1.840 -0.181 -0.896
H -2.961 -1.950 -0.602
H 0.716 2.171 0.731
N -2.301 -1.039 0.083
N 0.427 0.562 -0.578
O -1.339 2.039 0.079
*
```

Output
**Energy**: -380.99970 Eh
**Lowest unoccupied orbital energy**: 0.73 eV
**Energy above the lowest of the compared OMol25 structures with the same formula, charge and spin**: 179.30 kcal per mole

Now the natural (NBO) charges, all in e: atom 1 (C): -0.64, atom 2 (C): -0.06, atom 3 (C): -0.08, atom 4 (C): -0.29, atom 5 (C): 0.52, atom 6 (H): 0.23, atom 7 (H): 0.24, atom 8 (H): 0.23, atom 9 (H): 0.20, atom 10 (H): 0.23, atom 11 (H): 0.20, atom 12 (H): 0.23, atom 13 (H): 0.35, atom 14 (H): 0.35, atom 15 (H): 0.13, atom 16 (N): -0.79, atom 17 (N): -0.47, atom 18 (O): -0.58

Record 6
Below is a single C5H10N2O molecule at a distorted geometry, with properties calculated with wB97M-V/def2-TZVPD.

```
! RIJCOSX wB97M-V def2-TZVPD def2/J DEFGRID3
* xyz 0 1
C -2.943 -0.271 -0.407
N -1.835 -0.791 0.162
N -0.995 0.367 0.100
C -0.040 0.637 1.320
C 0.371 0.110 -0.008
C 1.178 1.190 -0.661
C 0.821 -1.173 0.106
O 2.345 -0.996 -0.019
H -3.089 0.726 -0.852
H -3.355 -1.229 -0.608
H 0.252 1.629 1.404
H -0.183 -0.011 2.196
H 1.970 1.694 0.254
H 1.893 0.598 -1.488
H 0.237 2.016 -0.972
H 0.547 -1.914 1.070
H 0.336 -1.964 -0.728
H 2.490 -0.619 -0.869
*
```

Output
**Energy**: -380.97795 Eh
**Lowest unoccupied orbital energy**: 0.64 eV
**SMILES**: C=NN1C[C@@]1(C)CO
**Energy above the lowest of the compared OMol25 structures with the same formula, charge and spin**: 192.95 kcal per mole

Now the natural (NBO) charges, all in e: atom 1 (C): -0.10, atom 2 (N): -0.25, atom 3 (N): -0.31, atom 4 (C): -0.24, atom 5 (C): -0.11, atom 6 (C): -0.58, atom 7 (C): -0.06, atom 8 (O): -0.73, atom 9 (H): 0.22, atom 10 (H): 0.20, atom 11 (H): 0.20, atom 12 (H): 0.22, atom 13 (H): 0.24, atom 14 (H): 0.19, atom 15 (H): 0.26, atom 16 (H): 0.23, atom 17 (H): 0.18, atom 18 (H): 0.45

Record 7
Below is a single C5H10N2O molecule at a distorted geometry, with properties calculated with wB97M-V/def2-TZVPD.

```
! RIJCOSX wB97M-V def2-TZVPD def2/J DEFGRID3
* xyz 0 1
C 1.578 -1.757 -0.146
C 1.263 -0.490 -0.228
N -0.073 -0.159 -0.394
C -0.968 -0.666 0.409
N -2.222 -0.223 0.553
C -2.816 0.607 -0.508
O 2.122 0.527 -0.139
C 1.551 1.741 0.333
H 0.842 -2.547 -0.153
H 2.591 -2.077 -0.091
H -0.629 -1.470 1.111
H -2.814 -0.850 1.100
H -2.388 0.259 -1.442
H -2.600 1.690 -0.488
H -3.910 0.584 -0.513
H 1.276 1.720 1.405
H 2.365 2.497 0.177
H 0.703 2.033 -0.274
*
```

Output
**Energy**: -381.20572 Eh
**Lowest unoccupied orbital energy**: 0.79 eV
**SMILES**: C=C(/N=C/NC)OC
**Energy above the lowest of the compared OMol25 structures with the same formula, charge and spin**: 50.02 kcal per mole

Now the natural (NBO) charges, all in e: atom 1 (C): -0.57, atom 2 (C): 0.46, atom 3 (N): -0.59, atom 4 (C): 0.31, atom 5 (N): -0.58, atom 6 (C): -0.43, atom 7 (O): -0.50, atom 8 (C): -0.26, atom 9 (H): 0.19, atom 10 (H): 0.20, atom 11 (H): 0.16, atom 12 (H): 0.40, atom 13 (H): 0.22, atom 14 (H): 0.21, atom 15 (H): 0.21, atom 16 (H): 0.17, atom 17 (H): 0.19, atom 18 (H): 0.20

Record 8
Below is a single C5H10N2O molecule at a distorted geometry, with properties calculated with wB97M-V/def2-TZVPD.

```
! RIJCOSX wB97M-V def2-TZVPD def2/J DEFGRID3
* xyz 0 1
C 0.308 -0.089 -2.390
C 0.127 0.451 -1.015
C -0.720 -0.020 -0.075
C -1.776 -1.062 -0.294
O -0.685 0.588 1.194
C 0.199 -0.234 1.846
N 1.444 0.039 2.117
N 1.839 1.318 1.913
H -0.534 0.177 -3.034
H 0.426 -1.177 -2.369
H 1.217 0.331 -2.833
H 0.742 1.313 -0.762
H -2.063 -1.541 0.647
H -1.424 -1.854 -0.962
H -2.672 -0.608 -0.728
H -0.268 -1.168 2.194
H 2.709 1.522 2.402
H 1.131 2.014 2.148
*
```

Output
**Energy**: -381.17974 Eh
**Lowest unoccupied orbital energy**: 1.00 eV
**SMILES**: C/C=C(\C)O/C=N\N
**Energy above the lowest of the compared OMol25 structures with the same formula, charge and spin**: 66.33 kcal per mole

Now the natural (NBO) charges, all in e: atom 1 (C): -0.65, atom 2 (C): -0.22, atom 3 (C): 0.28, atom 4 (C): -0.68, atom 5 (O): -0.54, atom 6 (C): 0.29, atom 7 (N): -0.27, atom 8 (N): -0.65, atom 9 (H): 0.22, atom 10 (H): 0.22, atom 11 (H): 0.22, atom 12 (H): 0.22, atom 13 (H): 0.22, atom 14 (H): 0.23, atom 15 (H): 0.23, atom 16 (H): 0.17, atom 17 (H): 0.37, atom 18 (H): 0.36

Record 9
Below is a single C5H10N2O molecule at a distorted geometry, with properties calculated with wB97M-V/def2-TZVPD.

```
! RIJCOSX wB97M-V def2-TZVPD def2/J DEFGRID3
* xyz 0 1
C 1.207 2.315 0.885
C 0.884 1.481 -0.111
N 1.072 -0.032 -0.041
C -0.173 -0.739 -0.263
C -0.309 -1.900 0.723
N -0.438 -1.158 -1.631
C -1.175 0.441 0.130
O -2.079 0.802 -0.639
H 1.186 1.991 1.920
H 1.485 3.344 0.687
H 0.918 1.828 -1.142
H 1.648 -0.267 -0.853
H -0.013 -2.849 0.262
H 0.332 -1.760 1.600
H -1.343 -2.006 1.068
H -1.270 -1.745 -1.643
H -0.714 -0.337 -2.172
H -1.216 0.590 1.219
*
```

Output
**Energy**: -381.18488 Eh
**Lowest unoccupied orbital energy**: 0.26 eV
**SMILES**: C=CN[C@](C)(N)C=O
**Energy above the lowest of the compared OMol25 structures with the same formula, charge and spin**: 63.10 kcal per mole

Now the natural (NBO) charges, all in e: atom 1 (C): -0.35, atom 2 (C): -0.08, atom 3 (N): -0.64, atom 4 (C): 0.16, atom 5 (C): -0.63, atom 6 (N): -0.84, atom 7 (C): 0.40, atom 8 (O): -0.55, atom 9 (H): 0.20, atom 10 (H): 0.21, atom 11 (H): 0.19, atom 12 (H): 0.38, atom 13 (H): 0.23, atom 14 (H): 0.23, atom 15 (H): 0.21, atom 16 (H): 0.37, atom 17 (H): 0.37, atom 18 (H): 0.13

Record 10
Below is C5H10N2O as an isolated structure at a distorted geometry, with properties calculated with wB97M-V/def2-TZVPD.

```
! RIJCOSX wB97M-V def2-TZVPD def2/J DEFGRID3
* xyz 0 1
C 0.871 1.507 0.631
C -0.015 0.268 0.805
C -1.969 -0.347 -0.508
C -0.738 0.204 2.007
N -0.734 -0.011 -0.472
H 1.601 1.379 -0.169
H 1.422 1.690 1.553
H 0.255 2.379 0.411
H -2.623 -0.348 0.355
H -2.369 -0.689 -1.458
H -0.394 0.743 2.878
H -1.554 -0.490 2.147
N 1.434 -0.747 -1.938
C 0.578 -1.354 -1.094
O 0.257 -2.501 -1.043
H 1.848 -1.290 -2.685
H 1.411 0.253 -2.018
H 0.718 -0.646 0.598
*
```

Output
**Energy**: -381.09803 Eh
**Lowest unoccupied orbital energy (alpha / beta)**: 0.48 / 0.22 eV
**Energy above the lowest of the compared OMol25 structures with the same formula, charge and spin**: 117.60 kcal per mole

Now the natural (NBO) charges, all in e: atom 1 (C): -0.59, atom 2 (C): -0.15, atom 3 (C): -0.07, atom 4 (C): -0.41, atom 5 (N): -0.41, atom 6 (H): 0.20, atom 7 (H): 0.22, atom 8 (H): 0.22, atom 9 (H): 0.18, atom 10 (H): 0.18, atom 11 (H): 0.19, atom 12 (H): 0.18, atom 13 (N): -0.86, atom 14 (C): 0.70, atom 15 (O): -0.58, atom 16 (H): 0.40, atom 17 (H): 0.41, atom 18 (H): 0.21

Record 11
Below is a 2-piece molecular cluster, C5H10N2O overall, with properties calculated with wB97M-V/def2-TZVPD.

```
! RIJCOSX wB97M-V def2-TZVPD def2/J DEFGRID3
* xyz 0 1
H 0.478 2.239 -1.010
N -0.345 1.736 -0.688
C -0.200 1.102 0.387
C 1.039 0.995 1.216
C -1.408 0.364 0.894
O -2.466 0.385 -0.018
H 1.652 1.897 1.095
H 1.626 0.132 0.875
H 0.793 0.852 2.264
H -1.723 0.819 1.849
H -1.134 -0.675 1.104
H -2.194 0.999 -0.719
C -0.072 -1.411 -1.726
C 0.888 -1.862 -0.989
N 1.777 -2.118 -0.203
H -1.103 -1.593 -1.479
H 0.125 -0.859 -2.628
H 2.268 -3.003 -0.223
*
```

Output
**Energy**: -381.20296 Eh
**Lowest unoccupied orbital energy**: 0.89 eV
**SMILES**: [H]/N=C(\C)CO.C=C=N
**Energy above the lowest of the compared OMol25 structures with the same formula, charge and spin**: 51.76 kcal per mole

Now the natural (NBO) charges, all in e: atom 1 (H): 0.35, atom 2 (N): -0.69, atom 3 (C): 0.33, atom 4 (C): -0.70, atom 5 (C): -0.12, atom 6 (O): -0.73, atom 7 (H): 0.22, atom 8 (H): 0.26, atom 9 (H): 0.22, atom 10 (H): 0.18, atom 11 (H): 0.18, atom 12 (H): 0.49, atom 13 (C): -0.65, atom 14 (C): 0.42, atom 15 (N): -0.67, atom 16 (H): 0.26, atom 17 (H): 0.25, atom 18 (H): 0.39

Record 12
Below is a single C5H10N2O molecule at a distorted geometry, with properties calculated with wB97M-V/def2-TZVPD.

```
! RIJCOSX wB97M-V def2-TZVPD def2/J DEFGRID3
* xyz 0 1
C 0.782 -0.547 0.007
C -0.209 -1.412 -0.681
C -1.383 1.878 0.206
C 1.172 -0.782 1.430
N 1.622 0.157 -0.759
O -0.970 0.531 0.339
C -1.437 -0.501 -0.913
N -2.321 -0.369 -1.693
H 2.284 0.786 -0.331
H 1.491 0.148 -1.762
H 0.129 -1.779 -1.650
H -0.487 -2.260 -0.054
H -0.513 2.540 0.099
H -2.014 1.982 -0.682
H -1.958 2.188 1.083
H 1.657 0.092 1.869
H 1.868 -1.628 1.480
H 0.288 -1.023 2.014
*
```

Output
**Energy**: -381.15710 Eh
**Lowest unoccupied orbital energy**: 0.35 eV
**Energy above the lowest of the compared OMol25 structures with the same formula, charge and spin**: 80.53 kcal per mole

Now the natural (NBO) charges, all in e: atom 1 (C): 0.56, atom 2 (C): -0.58, atom 3 (C): -0.26, atom 4 (C): -0.67, atom 5 (N): -0.74, atom 6 (O): -0.67, atom 7 (C): 0.35, atom 8 (N): -0.55, atom 9 (H): 0.41, atom 10 (H): 0.42, atom 11 (H): 0.24, atom 12 (H): 0.24, atom 13 (H): 0.15, atom 14 (H): 0.21, atom 15 (H): 0.17, atom 16 (H): 0.23, atom 17 (H): 0.24, atom 18 (H): 0.26

Record 13
Below is C5H10N2O as an isolated structure at a distorted geometry, with properties calculated with wB97M-V/def2-TZVPD.

```
! RIJCOSX wB97M-V def2-TZVPD def2/J DEFGRID3
* xyz 0 1
C 1.782 -0.414 -1.121
C 1.539 0.422 1.288
C -1.281 -1.321 0.266
C -2.145 -0.021 -0.040
C -0.828 0.583 -0.211
H 1.432 0.565 -1.864
H 1.319 -1.320 -1.644
H 2.983 -0.227 -0.997
H 2.702 0.608 1.218
H 0.931 1.444 1.015
H 1.079 -0.079 2.081
H -1.494 -2.196 -0.448
H -1.353 -1.447 1.277
H -2.557 0.475 0.988
H -3.028 -0.164 -0.670
N 1.256 -0.528 0.183
N -0.076 -0.570 -0.025
O -0.583 1.817 -0.395
*
```

Output
**Energy**: -381.10292 Eh
**Lowest unoccupied orbital energy**: 0.88 eV
**Energy above the lowest of the compared OMol25 structures with the same formula, charge and spin**: 114.53 kcal per mole

Now the natural (NBO) charges, all in e: atom 1 (C): -0.41, atom 2 (C): -0.44, atom 3 (C): -0.19, atom 4 (C): -0.50, atom 5 (C): 0.64, atom 6 (H): 0.18, atom 7 (H): 0.21, atom 8 (H): 0.20, atom 9 (H): 0.22, atom 10 (H): 0.23, atom 11 (H): 0.20, atom 12 (H): 0.20, atom 13 (H): 0.19, atom 14 (H): 0.23, atom 15 (H): 0.25, atom 16 (N): -0.29, atom 17 (N): -0.29, atom 18 (O): -0.63